Entry from the OMol25 dataset: a molecular structure, C64H46F9NO2P3TeW at a distorted geometry (ωB97M-V with the def2-TZVPD basis set).

Properties
**Net charge**: +1
**Kohn-Sham gap (spin up / spin down)**: 5.593 / 5.594 eV
**Molecular weight**: 1436.4 g mol⁻¹
**HOMO (spin up / spin down)**: -0.345 / -0.345 Ha
**Relative energy (zero: lowest compared OMol25 entry of this formula, charge and spin)**: 0.0 kcal per mole

Last column: Mulliken charge in e.
Cartesian coordinates (Å):
W -0.02 -0.30 1.40  -0.143
O 0.55 -0.18 3.69  -0.338
C 0.25 -1.37 3.43  0.180
O 0.82 -1.94 2.38  -0.690
C -0.85 -2.08 4.11  0.458
C -0.94 -2.12 5.49  -0.316
C -2.06 -2.70 6.08  -0.898
C -3.09 -3.18 5.29  -0.747
C -3.01 -3.10 3.90  -0.566
C -1.88 -2.58 3.30  0.207
P -1.64 -2.40 1.49  1.525
C -3.32 -2.54 0.80  0.711
C -3.94 -3.77 0.60  -0.035
C -5.23 -3.83 0.09  -0.900
C -5.92 -2.66 -0.21  -0.652
C -5.31 -1.43 -0.01  -0.574
C -4.02 -1.38 0.49  0.424
C -0.83 -3.99 1.09  0.235
C 0.19 -4.04 0.15  0.200
C 0.83 -5.24 -0.15  -0.802
C 0.47 -6.40 0.51  -0.749
C -0.53 -6.36 1.47  -0.915
C -1.17 -5.16 1.76  -0.679
H -0.15 -1.70 6.10  0.612
H -2.13 -2.75 7.16  0.429
H -3.97 -3.59 5.75  0.464
H -3.84 -3.44 3.30  0.452
H -3.42 -4.69 0.80  0.365
H -5.70 -4.79 -0.07  0.457
H -6.93 -2.71 -0.61  0.440
H -5.84 -0.51 -0.25  0.516
H -3.54 -0.43 0.65  -1.084
H 0.52 -3.14 -0.35  0.291
H 1.63 -5.25 -0.88  0.596
H 0.97 -7.33 0.29  0.432
H -0.81 -7.26 2.00  0.441
H -1.92 -5.15 2.54  0.440
Te -2.01 1.10 2.49  0.030
C -2.99 2.50 1.24  0.189
C -3.18 3.76 1.80  -0.675
C -3.83 4.75 1.09  -0.731
C -4.31 4.50 -0.19  -0.738
C -4.12 3.25 -0.76  -0.740
C -3.47 2.25 -0.05  0.564
H -2.82 3.97 2.80  0.439
H -3.98 5.73 1.54  0.436
H -4.81 5.28 -0.75  0.423
H -4.49 3.04 -1.75  0.502
H -3.33 1.29 -0.52  0.074
F -6.09 -2.42 -3.46  -0.217
C -5.04 -2.16 -4.26  0.652
F -5.44 -1.25 -5.16  -0.282
F -4.76 -3.30 -4.93  -0.276
C -3.85 -1.68 -3.47  0.078
C -3.58 -0.33 -3.37  -1.065
C -2.47 0.10 -2.65  -0.850
C -1.64 -0.82 -2.02  0.686
C -1.93 -2.18 -2.12  -0.280
C -3.03 -2.61 -2.84  -1.125
P -0.16 -0.26 -1.10  1.656
C 0.09 1.41 -1.79  0.068
C 0.47 1.59 -3.12  0.167
C 0.58 2.86 -3.65  -1.363
C 0.30 3.97 -2.86  0.607
C -0.08 3.81 -1.54  -0.849
C -0.18 2.53 -1.01  -0.301
C 0.39 5.34 -3.48  0.707
F -0.60 5.53 -4.37  -0.272
F 1.55 5.49 -4.13  -0.265
F 0.31 6.32 -2.56  -0.261
C 1.18 -1.24 -1.87  0.124
C 1.05 -1.74 -3.16  -0.232
C 2.08 -2.46 -3.75  -1.239
C 3.25 -2.70 -3.03  0.348
C 3.38 -2.23 -1.73  -0.894
C 2.35 -1.50 -1.15  -0.009
C 4.35 -3.52 -3.63  0.741
F 4.36 -3.43 -4.97  -0.278
F 4.23 -4.82 -3.32  -0.267
F 5.56 -3.12 -3.19  -0.258
H -4.21 0.39 -3.87  0.532
H -2.27 1.16 -2.60  0.647
H -1.29 -2.92 -1.66  0.341
H -3.24 -3.67 -2.93  0.487
H 0.71 0.74 -3.75  0.417
H 0.89 3.00 -4.68  0.531
H -0.30 4.67 -0.92  0.812
H -0.43 2.41 0.04  -0.219
H 0.14 -1.58 -3.73  0.555
H 1.98 -2.84 -4.75  0.505
H 4.28 -2.42 -1.17  0.555
H 2.46 -1.14 -0.14  0.091
N 1.40 0.88 1.08  1.114
P 2.66 1.85 1.16  1.428
C 3.69 1.52 2.59  0.197
C 3.68 0.26 3.20  -0.024
C 4.53 0.01 4.26  -0.947
C 5.39 1.00 4.72  -0.539
C 5.41 2.25 4.11  -0.800
C 4.56 2.51 3.05  -0.677
C 3.73 1.66 -0.27  0.578
C 3.32 2.18 -1.51  -0.192
C 4.08 1.94 -2.64  -0.945
C 5.25 1.20 -2.55  -0.852
C 5.67 0.69 -1.33  -0.882
C 4.91 0.92 -0.19  -0.931
C 2.12 3.55 1.29  0.348
C 2.72 4.60 0.61  -0.050
C 2.25 5.90 0.79  -0.848
C 1.19 6.14 1.65  -0.737
C 0.60 5.09 2.34  -0.665
C 1.05 3.80 2.16  -0.416
H 3.01 -0.50 2.84  0.430
H 4.52 -0.96 4.74  0.465
H 6.05 0.80 5.56  0.405
H 6.07 3.02 4.47  0.458
H 4.57 3.49 2.58  0.408
H 2.42 2.76 -1.58  0.352
H 3.76 2.35 -3.59  0.573
H 5.85 1.02 -3.44  0.443
H 6.58 0.12 -1.26  0.490
H 5.24 0.53 0.76  0.466
H 3.56 4.43 -0.05  0.503
H 2.72 6.72 0.26  0.490
H 0.83 7.15 1.79  0.427
H -0.23 5.28 3.02  0.457
H 0.58 2.97 2.69  0.409